[1]
C29H34BCl3N7O2STi | ωB97M-V/def2-TZVPD

XYZ file:
```
78
Properties=species:S:1:pos:R:3:forces:R:3
C 0.729 3.182 0.647 -0.05 0.26 -0.21
H 4.173 -1.422 2.904 0.00 0.01 -0.05
Cl 0.453 -2.434 -0.466 0.02 0.15 -0.40
C -0.501 5.089 -0.427 0.00 0.15 -0.08
H 0.384 -4.058 -2.710 0.00 0.10 0.05
Ti -0.364 0.107 0.290 -0.02 1.10 0.26
C -5.879 0.070 -0.701 0.36 -0.18 -0.07
C -4.954 0.995 -0.101 -0.40 0.18 -0.03
H -1.353 -1.707 5.304 0.05 0.02 -0.01
Cl -0.013 1.219 -4.450 0.01 -0.24 -0.06
H -2.946 -0.827 1.840 -0.04 0.10 -0.17
H -1.171 5.178 0.432 0.03 -0.10 -0.04
C 0.255 -2.012 -2.169 0.07 0.41 1.27
H 1.229 2.519 -2.004 -0.08 0.10 0.13
H 1.212 -0.691 5.160 -0.12 -0.03 -0.05
H 1.917 4.109 -1.582 -0.06 -0.03 -0.03
C 0.032 3.670 -0.590 0.21 -0.04 0.06
C 0.118 -1.447 -4.813 0.01 -0.99 -1.27
C -2.713 -2.931 2.096 -0.02 -0.18 0.05
H 4.978 -1.775 -3.326 0.00 0.04 0.03
H 0.065 -1.215 -5.871 0.00 0.05 0.05
N -3.158 -0.421 -0.643 0.95 -0.04 0.29
C 3.579 -0.956 -0.280 0.02 -0.05 -0.04
C -3.741 -1.332 3.746 -0.19 -0.08 0.05
H 0.305 5.823 -0.309 0.01 -0.07 0.01
H -3.519 -2.263 -1.579 0.04 -0.01 0.03
C -4.009 -1.393 -1.175 -0.05 0.49 0.18
N 2.616 -0.263 0.310 0.38 -0.32 0.57
C 0.215 -2.779 -4.417 -0.02 0.92 0.26
C 1.485 3.922 1.573 0.08 -0.04 0.08
H -3.719 -3.189 1.750 0.03 0.03 0.03
H -6.942 0.275 -0.721 0.03 -0.02 0.00
C 0.987 3.559 -1.782 0.03 0.22 -0.13
H -2.043 -3.038 1.243 0.04 0.13 0.04
C 3.663 -1.023 -1.782 -0.16 -0.10 0.06
H 5.274 -2.201 0.508 -0.05 0.05 0.03
C 0.151 -0.644 -2.515 0.09 1.22 1.35
C 3.871 -1.205 1.890 -0.18 0.05 0.02
H 5.827 -1.173 -1.892 -0.07 -0.03 -0.03
N 1.591 1.768 2.032 -0.30 -0.87 -0.09
N 2.793 -0.436 1.649 -0.06 0.41 -0.46
C -2.698 -1.506 2.646 0.09 0.14 0.12
H 3.522 0.316 -3.489 0.01 -0.02 0.07
H 4.344 1.011 -2.070 -0.07 -0.03 -0.04
C 3.516 0.368 -2.394 0.13 0.09 -0.11
C -0.838 -1.290 4.455 0.05 0.05 -0.08
C 4.941 -1.721 -2.235 0.16 0.04 -0.11
O -1.905 -0.860 -0.273 -2.00 -1.82 -0.69
B 1.966 0.381 2.665 -0.45 0.37 0.06
C 0.290 -3.036 -3.059 0.02 -1.32 -0.75
C -5.351 -1.128 -1.222 -0.22 0.20 0.04
H -4.734 -1.544 3.341 0.01 0.00 0.03
O 0.155 0.354 -1.673 0.40 -1.10 -1.72
H -1.063 5.365 -1.324 0.00 0.03 0.05
H 1.631 4.990 1.599 0.00 -0.06 0.04
C 4.412 -1.574 0.679 0.06 -0.13 -0.07
H 2.642 0.584 3.653 0.02 -0.01 -0.05
H 2.817 -1.627 -2.134 0.07 0.05 0.05
S -2.370 1.730 0.700 -0.57 0.04 0.01
N 0.683 -0.358 3.169 0.41 0.51 -1.05
N 0.786 1.892 0.936 0.67 -0.30 0.82
C 2.002 2.967 2.428 0.39 0.55 0.30
H 2.652 3.052 3.288 -0.08 0.06 -0.08
H -5.991 -1.867 -1.689 -0.08 -0.01 0.02
H -5.292 1.930 0.328 -0.07 -0.03 -0.01
H -3.747 -0.311 4.136 0.05 -0.04 -0.05
N -0.408 -0.550 2.381 0.36 0.02 0.39
C 0.090 -0.439 -3.901 -0.07 0.80 0.07
H 0.522 3.992 -2.675 0.03 -0.05 0.03
H -0.817 3.011 -0.758 -0.02 -0.08 -0.07
H 2.581 0.831 -2.081 0.04 -0.07 0.05
H 5.012 -2.743 -1.854 -0.06 0.06 0.03
C -3.610 0.750 -0.055 0.23 -0.26 -0.04
H -3.566 -2.019 4.584 0.00 0.05 -0.08
C -1.340 -1.109 3.148 -0.02 -0.32 0.28
C 0.446 -0.786 4.402 -0.07 -0.26 0.81
H -2.419 -3.647 2.876 -0.02 0.04 -0.05
Cl 0.265 -4.063 -5.600 -0.01 0.01 0.05
```
Forces are in eV/Å.

Its spin multiplicity is 4. The HOMO-LUMO gap (alpha / beta) comes out at 2.8 / 5.6 eV. The calculation puts the HOMO energy (alpha / beta) at 1.36 / -1.38 eV. As for the total charge: -2. The value obtained for the energy above the lowest of the compared OMol25 structures with the same formula, charge and spin is 7.9 kcal/mol.


[2]
C29H34BF4N4Ti | ωB97M-V/def2-TZVPD

XYZ file:
```
73
Properties=species:S:1:pos:R:3:forces:R:3
C 10.338 13.941 6.765 -1.15 1.58 1.23
N 8.028 8.343 8.848 2.22 -0.28 -0.74
C 9.364 4.781 8.601 0.07 -0.22 0.92
C 7.416 11.571 6.543 -0.16 -1.05 -0.77
N 11.229 8.648 11.076 -1.04 0.54 -0.26
H 6.850 7.750 7.197 0.18 -0.31 0.16
H 11.511 5.217 8.145 -1.44 0.30 0.31
H 8.488 5.812 10.183 0.51 1.19 1.03
H 11.347 4.402 10.059 0.20 -0.18 0.86
Ti 10.089 8.679 9.219 0.88 -0.18 0.01
H 10.275 15.050 6.641 0.13 -0.86 0.05
C 11.470 9.823 11.944 0.78 0.17 -0.64
F 10.423 8.290 7.213 0.13 0.80 -0.65
H 10.305 6.346 7.554 0.04 -0.05 -0.56
H 13.186 8.404 12.678 0.32 0.68 0.52
C 12.548 4.407 11.839 -1.96 -0.49 -1.92
B 11.535 9.256 6.826 1.28 -1.52 1.85
C 12.816 7.460 12.383 0.40 -2.93 0.55
H 5.604 12.749 11.274 0.07 -1.73 -0.55
C 8.020 14.017 7.635 -1.06 0.67 0.24
H 6.326 6.282 9.362 -0.44 -0.08 -0.17
H 9.546 10.669 12.499 0.13 0.10 -0.48
H 10.853 13.724 7.685 0.67 0.03 0.28
C 7.213 11.557 10.587 -0.17 -1.93 -0.47
C 13.426 6.321 13.001 0.76 3.57 -0.45
H 13.764 4.315 13.562 -0.02 0.90 -1.31
C 7.596 7.306 7.877 -1.38 -0.32 1.77
C 7.056 5.988 8.616 0.75 0.96 -1.61
C 7.887 10.425 10.023 -0.89 0.23 -0.19
H 14.201 6.570 13.736 -0.47 0.22 -0.05
C 5.856 11.727 10.822 -0.01 0.57 0.20
C 8.993 13.334 6.893 -1.17 0.83 0.53
C 5.842 8.948 9.283 1.39 0.93 -0.15
H 10.893 11.796 12.456 -0.13 -0.14 -0.25
H 9.658 3.958 9.211 0.65 -0.95 0.13
N 9.209 10.382 9.918 -0.25 -0.54 -0.54
H 9.608 12.324 10.621 -0.34 0.94 -0.57
H 8.458 7.054 7.308 0.54 -0.22 -0.57
C 10.074 11.374 10.503 0.30 0.13 0.41
H 12.431 3.304 11.845 0.42 0.76 -0.06
H 7.264 10.604 6.034 -0.37 0.44 0.59
C 4.843 9.621 9.857 -2.74 0.34 0.49
C 8.658 12.120 6.326 0.64 -0.01 0.42
C 4.818 10.817 10.556 -0.48 1.39 0.75
H 6.024 14.007 8.484 0.14 -0.33 -0.32
H 11.020 11.526 9.946 -0.66 -0.27 -0.13
H 6.636 5.258 7.869 0.05 0.94 0.54
H 5.522 11.670 7.526 0.01 0.31 -0.11
H 7.593 4.461 9.878 0.60 -0.36 -0.48
F 11.572 10.029 8.064 -0.85 0.14 -0.09
C 11.801 7.497 11.411 0.32 1.20 0.06
C 11.455 6.376 10.550 0.34 -0.44 -0.06
F 12.720 8.529 6.868 -0.74 0.32 -0.74
H 7.900 12.304 10.900 -0.05 0.74 0.22
H 9.418 11.536 5.820 -0.09 0.14 -0.23
H 5.578 8.125 8.689 -0.30 -1.02 -0.42
C 11.754 5.039 10.853 0.57 -0.88 -0.34
C 10.526 5.747 8.413 1.56 -0.29 -0.67
N 10.831 6.722 9.433 -0.73 0.47 0.80
C 6.447 12.199 7.305 -0.04 0.33 0.50
H 9.112 4.399 7.640 -0.27 -0.42 -0.91
C 13.355 4.999 12.755 -0.21 -2.44 2.30
H 3.858 9.108 9.692 0.74 0.81 0.40
C 7.207 9.219 9.364 0.30 0.46 0.57
C 6.736 13.455 7.862 1.10 0.14 -0.33
H 3.841 11.140 10.937 0.34 -0.20 -0.30
H 12.495 10.254 11.657 -1.20 -0.44 0.56
C 8.152 5.258 9.352 -1.23 -0.30 0.25
H 10.799 13.501 5.959 1.56 -0.79 -1.80
F 11.214 9.899 5.714 -0.12 0.47 -0.44
C 10.428 10.964 11.901 0.86 -0.97 0.94
H 8.235 15.072 7.992 -0.21 -1.49 -0.27
H 11.473 9.490 12.979 0.43 -0.05 0.17
```
Forces are in eV/Å.

Its spin multiplicity is 2. The HOMO-LUMO gap (alpha / beta) comes out at 7.3 / 7.3 eV. The calculation puts the HOMO energy (alpha / beta) at -7.42 / -7.43 eV. The value obtained for the energy above the lowest of the compared OMol25 structures with the same formula, charge and spin is 28.8 kcal/mol.


The lowest energy above the lowest of the compared OMol25 structures with the same formula, charge and spin belongs to which entry? C29H34BCl3N7O2STi